(1)
C19H28IO18PS | ωB97M-V with the def2-TZVPD basis set

```
68
Properties=species:S:1:pos:R:3:forces:R:3:mulliken_charge:R:1
O -0.85150 -4.71017 2.45934 3.5 3.5 7.8 -0.49
C -0.35809 -4.19593 3.59080 -2.7 -1.3 -6.9 -0.02
I -0.18014 -5.39860 5.45783 -0.2 1.0 -1.4 0.03
C 0.15761 -2.62035 3.71897 0.8 -0.6 1.8 0.24
O 0.79486 -2.11152 2.48310 -0.9 3.9 1.6 -0.29
C 0.56535 -0.63302 2.54993 -5.5 1.2 -5.4 0.46
O -0.40828 -0.14126 1.73818 7.0 -3.0 5.9 -0.39
O 1.36977 0.26640 3.38996 -3.6 -1.4 0.0 -0.10
P 0.53097 0.76422 4.83178 0.1 0.4 3.6 0.57
O -1.20209 0.84791 4.69012 2.9 0.7 0.5 -0.38
O 1.24012 2.32762 5.28683 -2.9 -2.1 -2.4 -0.50
S 0.89425 -0.41292 6.38774 -0.1 0.9 -1.7 -0.33
H 1.01978 -2.64065 4.53874 -2.2 0.1 -1.5 0.27
H -0.71465 -1.87294 3.99657 1.4 -2.1 -0.2 0.19
H -1.55781 0.79627 5.64659 1.1 -0.2 -1.9 0.36
H 0.59093 3.05472 5.05235 1.0 -1.0 0.2 0.33
C -5.32635 -2.13867 -0.14585 0.1 -0.4 0.0 -1.28
C -5.07415 -1.54533 1.22557 -0.7 -0.2 -1.3 0.43
C -4.26901 -0.28119 1.20062 -0.3 0.7 -0.4 0.24
O -3.67087 -0.27997 2.48528 0.3 -1.0 0.7 -0.27
C -3.56450 -1.58969 2.86151 1.0 -0.7 1.3 0.60
O -2.93351 -1.98262 3.82813 -1.2 0.8 -1.8 -0.62
O -4.25769 -2.40296 2.00728 0.9 0.6 1.1 -0.33
H -5.72397 -3.15520 -0.05605 -0.1 0.2 0.0 0.40
H -6.03788 -1.52961 -0.71173 0.1 -0.1 0.1 0.41
H -4.39897 -2.21544 -0.72248 -0.1 0.1 0.1 0.12
H -6.02364 -1.41111 1.75756 0.1 0.1 0.0 0.22
H -4.88893 0.60836 1.06043 0.2 -0.1 0.2 0.35
H -3.47107 -0.28416 0.44931 -0.2 -0.2 0.0 -0.30
C 3.14505 -1.44039 0.53999 0.1 -0.3 0.2 -1.38
C 4.38162 -0.61120 0.82243 -1.4 -0.3 -0.2 0.66
C 5.03051 -0.05174 -0.40757 -0.3 0.6 -0.5 -0.30
O 6.37583 0.10794 0.00807 0.4 -0.5 0.6 -0.34
C 6.59190 -0.82806 0.98041 2.3 -0.8 1.1 0.64
O 7.68591 -1.10701 1.44109 -2.5 0.7 -1.1 -0.56
O 5.41743 -1.41376 1.36669 1.1 0.4 -0.2 -0.35
H 2.84207 -1.99339 1.43547 0.1 0.2 -0.2 0.22
H 2.31322 -0.80663 0.21774 0.1 0.0 0.0 0.33
H 3.33568 -2.18610 -0.23847 0.1 0.2 0.0 0.44
H 4.14913 0.17432 1.55145 0.1 0.0 -0.1 0.24
H 4.60114 0.90741 -0.70911 0.2 0.0 0.1 0.12
H 5.01339 -0.73695 -1.26277 -0.2 -0.1 0.2 0.32
C -1.98723 -0.85318 -2.32970 -0.2 -0.3 0.2 -1.14
C -2.85051 -0.33967 -3.46437 1.3 -0.5 0.7 0.55
C -2.80028 1.14824 -3.63907 0.8 0.5 -0.2 -0.20
O -4.04831 1.42156 -4.25213 -1.0 -0.6 0.1 -0.35
C -4.90282 0.43718 -3.84099 -2.5 0.1 -0.4 0.57
O -6.10870 0.44808 -4.02169 2.7 0.0 0.4 -0.57
O -4.22601 -0.56170 -3.19617 -0.9 0.7 -0.5 -0.28
H -2.22455 -1.89985 -2.11142 0.1 0.1 -0.2 0.39
H -0.92468 -0.77649 -2.57979 -0.2 0.0 0.0 0.41
H -2.16847 -0.29247 -1.40710 0.1 0.1 -0.2 -0.04
H -2.60186 -0.86587 -4.39382 0.0 0.1 0.0 0.18
H -1.97464 1.46772 -4.28057 -0.2 0.0 0.0 0.22
H -2.75332 1.69959 -2.69302 0.1 -0.2 0.0 0.25
C 3.99736 4.54879 -3.29989 0.0 0.2 0.3 -1.54
C 3.25010 3.23239 -3.22823 1.1 0.9 -0.3 0.66
C 2.41873 2.94027 -4.44083 0.4 -0.1 -0.9 -0.46
O 1.41732 2.08358 -3.91986 -0.4 -0.1 1.0 -0.28
C 1.27732 2.41287 -2.60069 -1.7 -0.7 1.5 0.64
O 0.38102 2.01016 -1.87862 1.9 0.8 -1.6 -0.52
O 2.27505 3.25774 -2.19777 -1.1 -0.8 -0.1 -0.37
H 4.40793 4.80995 -2.31871 0.0 -0.2 -0.2 0.37
H 4.81687 4.49555 -4.02308 -0.1 -0.1 0.1 0.39
H 3.33176 5.36856 -3.58862 0.0 -0.2 0.0 0.35
H 3.94785 2.41547 -3.00834 -0.1 0.0 -0.1 0.16
H 2.98728 2.43852 -5.22839 -0.2 -0.1 0.1 0.32
H 1.92934 3.82637 -4.86094 0.2 0.0 0.1 0.30
```
Forces are in eV/Å.

As for the SMILES: O=C(I)COC(=O)OP(O)(O)=S.C[C@@H]1COC(=O)O1.C[C@@H]1COC(=O)O1.C[C@@H]1COC(=O)O1.C[C@@H]1COC(=O)O1. Its gap between HOMO and LUMO is 8.541 eV. The total energy comes out at -85234.7316 eV. The calculation puts the molecular weight at 734.36 g/mol.

(2)
C19H28IO2P2Tc | ωB97M-V with the def2-TZVPD basis set

```
53
Properties=species:S:1:pos:R:3:forces:R:3:mulliken_spin:R:1
C 4.30577 0.15349 -0.46625 0.8 0.0 0.1 0.13
C 2.92216 -0.04487 -1.05328 0.2 -0.3 -3.6 0.05
H 5.07066 0.02481 -1.24969 -0.4 0.0 0.1 0.00
H 4.50659 -0.58567 0.31856 -0.3 0.2 -0.1 0.00
H 4.43390 1.16028 -0.04479 -0.4 -0.3 0.0 0.00
O 2.75826 -0.23535 -2.26304 0.1 0.5 4.1 0.59
I -0.94560 0.85815 2.56984 0.5 -1.6 -1.6 -0.04
Tc 1.03848 -0.02876 0.16485 -2.1 3.3 -0.5 1.87
P 1.19050 2.45669 -0.19245 -0.3 2.1 -0.5 -0.04
C 0.13807 3.02928 -1.59408 0.1 -0.3 0.0 0.03
C 0.58277 3.47681 1.22077 0.1 -0.4 0.1 0.01
H 0.89002 4.52140 1.11302 0.0 -0.2 -0.2 0.00
H 2.56931 4.40242 -0.76262 -0.1 -0.4 0.1 0.00
H 1.00855 3.07030 2.14574 -0.1 0.3 -0.1 0.00
H 3.48197 3.20337 0.19616 -0.1 0.1 -0.1 0.00
H -0.89608 2.70709 -1.48136 0.2 0.1 -0.2 0.00
H -0.50918 3.41946 1.29404 0.3 0.1 -0.1 0.00
C 2.75531 3.32929 -0.61389 0.2 -0.6 0.1 -0.01
H 0.14512 4.12729 -1.64890 0.2 -0.3 0.0 0.00
H 3.16977 2.91438 -1.53852 0.0 0.1 0.1 0.00
H 0.50873 2.58100 -2.52366 0.0 0.3 0.1 0.00
P 1.30998 -2.18133 0.72206 0.0 -3.3 0.2 -0.05
C 0.35221 -3.24778 -0.42678 -0.2 -0.2 0.2 0.02
C 2.95365 -2.91515 0.64255 0.2 0.3 -0.2 0.01
H 1.25163 -1.70876 3.13266 0.2 -0.2 -0.1 0.00
H 1.29260 -3.47854 2.76090 0.1 0.2 0.0 0.00
H -0.19131 -2.55828 2.58574 0.4 -0.1 0.1 0.00
C 0.88915 -2.50464 2.47264 -0.4 -0.1 -0.1 0.01
H 3.62899 -2.41076 1.33805 0.0 -0.2 0.0 0.00
H 2.83325 -3.95951 0.93660 0.2 0.0 -0.1 0.00
H 0.43380 -4.27637 -0.04843 0.0 0.1 -0.4 0.00
H 0.78720 -3.16092 -1.43678 0.0 -0.2 0.4 0.00
H 3.34254 -2.85173 -0.37317 0.1 -0.2 0.0 0.00
H -0.72294 -2.99629 -0.50230 0.9 -0.1 0.1 -0.01
C 0.20706 -0.19900 -1.61983 -2.2 -1.5 -3.8 -0.07
O -0.34375 -0.36280 -2.63841 2.5 0.9 4.3 0.03
C -4.86848 1.19132 -0.78707 0.2 1.0 0.5 0.05
C -3.72658 2.00142 -0.51239 -1.0 -0.6 -0.7 -0.01
C -2.49157 1.37551 -0.32288 1.4 0.5 -0.1 0.07
C -2.23517 -0.01253 -0.32070 -3.4 0.4 0.6 -0.10
C -1.30909 -0.64464 0.62354 -0.1 1.6 0.7 0.24
C -1.87550 -1.80419 1.24531 -0.3 0.5 1.7 0.01
C -2.84759 -2.58975 0.65662 1.4 0.1 1.0 0.05
C -3.55987 -2.13747 -0.42211 0.2 0.3 -0.1 0.08
C -3.43107 -0.76769 -0.70124 0.2 0.5 -0.3 -0.02
C -4.69573 -0.17527 -0.93564 0.2 -0.1 -0.1 0.10
H -5.88771 1.61564 -0.79506 0.8 -0.1 -0.2 0.00
H -3.82847 3.11101 -0.43696 0.2 -1.2 0.0 0.00
H -1.62731 2.01202 -0.08485 -0.8 -0.3 0.3 0.04
H -1.72903 -1.86399 2.35939 0.1 -0.6 -1.6 -0.01
H -3.12763 -3.44916 1.20667 -0.4 -0.9 0.2 0.00
H -4.34886 -2.72846 -0.85836 -0.2 -0.1 0.0 -0.01
H -5.55946 -0.86278 -1.05021 0.6 0.7 -0.3 0.00
```
Forces are in eV/Å.

Its gap between HOMO and LUMO (spin up / spin down) is 5.960 / 5.214 eV. The spin multiplicity is 4. The total energy comes out at -53096.4062 eV. The calculation puts the molecular weight at 575.28 g/mol. The net charge is +3.

(3)
C19H28N2O4S | ωB97M-V with the def2-TZVPD basis set

```
54
Properties=species:S:1:pos:R:3:forces:R:3:mulliken_charge:R:1
O -4.51473 -2.60230 -0.60013 -0.2 -0.3 -0.2 -0.66
C -3.82631 -1.66675 -0.24105 0.6 0.0 0.0 0.67
C -2.36274 -1.57760 -0.70092 -0.2 -0.1 -0.3 -0.99
O -1.50591 -1.56005 0.42518 0.1 -0.1 0.2 -0.30
C -0.16779 -1.66704 0.23334 0.3 0.0 0.0 0.64
C 0.45882 -1.69703 -1.01037 -0.4 0.0 0.1 -0.23
C 1.83891 -1.80009 -1.07828 0.2 0.0 0.0 -0.50
C 2.58350 -1.86919 0.07932 0.6 0.0 -0.3 -0.30
S 4.35920 -1.97917 -0.00202 0.1 0.3 0.3 1.44
O 4.75937 -2.04767 -1.38147 -0.3 0.2 0.0 -0.68
O 4.83620 -2.98838 0.89675 -0.1 0.1 0.2 -0.76
N 4.77552 -0.51541 0.69274 -0.2 -0.9 -0.1 -0.32
C 4.67706 0.65211 -0.16086 -0.2 0.3 -0.4 0.24
C 4.61376 1.93233 0.70091 0.0 0.0 0.0 -1.02
C 5.85289 2.75952 0.33321 0.1 0.0 0.1 -0.58
C 6.82240 1.74710 -0.27365 -0.1 0.1 -0.2 -0.60
C 5.89714 0.83802 -1.07614 0.1 -0.1 0.1 -0.89
C 1.97425 -1.83780 1.32137 -0.2 0.0 0.1 -0.45
C 0.60289 -1.73579 1.40050 -0.1 0.0 -0.1 -0.87
N -4.29383 -0.68208 0.54601 -0.2 0.0 0.3 0.10
C -3.58304 0.52147 0.91085 0.4 0.5 -0.2 -0.66
C -3.88000 1.69484 -0.02880 -0.1 -0.1 0.4 -0.41
C -5.37274 1.97968 -0.20057 0.2 0.0 -0.3 -0.82
C -6.09844 0.88174 -0.98504 -0.2 0.0 0.2 -0.64
C -6.65560 -0.25702 -0.12724 0.2 0.0 -0.1 -0.68
C -5.68432 -0.75566 0.95211 -0.4 -0.2 -0.1 -1.03
H -2.21838 -0.67810 -1.31633 0.0 -0.1 0.1 0.40
H -2.17747 -2.46651 -1.31465 -0.1 0.2 0.1 0.64
H -0.11209 -1.64560 -1.92346 -0.1 0.0 -0.1 0.47
H 2.35126 -1.83385 -2.02698 0.0 0.0 -0.1 0.51
H 5.65642 -0.58695 1.17995 0.2 -0.3 0.2 0.31
H 3.76253 0.49992 -0.73924 0.0 0.2 0.0 0.43
H 4.63292 1.64585 1.75191 -0.1 0.0 0.0 0.31
H 3.69387 2.48592 0.52230 -0.1 0.0 0.1 0.29
H 5.59370 3.50742 -0.41742 0.0 0.1 0.0 0.29
H 6.27229 3.27562 1.19536 0.0 0.1 0.0 0.35
H 7.58581 2.21797 -0.89058 0.1 0.0 0.0 0.39
H 7.31987 1.18121 0.51598 0.1 0.0 0.1 0.25
H 6.33741 -0.12132 -1.33969 0.0 0.0 -0.1 0.37
H 5.59074 1.33951 -1.99465 0.0 0.0 -0.1 0.31
H 2.58822 -1.90370 2.20440 0.0 0.0 0.2 0.41
H 0.09305 -1.71447 2.35046 0.0 0.0 0.1 0.43
H -2.51199 0.32460 0.93390 -0.1 0.0 0.1 0.13
H -3.88880 0.79070 1.92681 0.1 -0.1 0.0 0.37
H -3.38420 2.58004 0.37526 0.1 0.0 0.0 0.40
H -3.44862 1.49387 -1.01229 0.1 0.0 0.0 0.19
H -5.46977 2.92196 -0.74442 0.0 0.0 0.1 0.40
H -5.84280 2.11736 0.77457 -0.1 0.1 0.1 0.34
H -5.41214 0.46714 -1.72671 0.0 0.0 -0.1 0.27
H -6.93382 1.32148 -1.53346 0.0 0.0 -0.1 0.39
H -6.90548 -1.08662 -0.78900 -0.1 0.0 0.1 0.33
H -7.57288 0.06644 0.36790 -0.1 0.0 0.0 0.40
H -5.79380 -0.16773 1.86496 0.1 0.0 0.0 0.50
H -5.91231 -1.79996 1.17937 0.0 0.1 0.1 0.41
```
Forces are in eV/Å.

As for the SMILES: O=C(COc1ccc(S(=O)(=O)NC2CCCC2)cc1)N1CCCCCC1. Its gap between HOMO and LUMO is 9.716 eV. The total energy comes out at -42162.9181 eV. The calculation puts the molecular weight at 380.51 g/mol.